<A>
13
Properties=species:S:1:pos:R:3 method="wB97M-V/def2-TZVPD" lumo_energy_ev="-5.015 / -5.016" charge=+1 homo_ha="-0.5007 / -0.5007" gap_ev="8.609 / 8.610"
C -1.68 -0.49 -0.13
C -0.47 -0.93 -0.41
C 0.81 -0.15 -0.15
N 0.64 0.96 0.81
S 2.23 -1.00 0.39
H -2.55 -1.03 -0.68
H -1.80 0.39 0.42
H -0.21 -1.72 -1.01
H 1.03 0.86 -1.74
H -0.27 1.38 0.60
H 1.50 1.60 0.98
H 0.51 0.54 1.73
H 1.67 -2.10 -0.33


<B>
13
Properties=species:S:1:pos:R:3 method="wB97M-V/def2-TZVPD" lumo_energy_ev=-4.191 charge=+1 homo_ha=-0.4594 gap_ev=8.311
C -2.64 0.22 0.55
C -2.04 -0.26 -0.78
C -1.36 0.74 -0.02
N 2.48 0.28 0.24
S 0.01 1.49 0.23
H -3.34 0.97 0.33
H -2.55 -0.52 1.37
H -1.58 -1.18 -1.07
H -2.58 0.01 -1.70
H 3.43 -0.16 0.15
H 2.31 0.95 -0.50
H 1.72 -0.37 0.22
H 2.67 0.81 1.10


The structure with the most favorable energy is <B>; the runner-up is 2.170 eV above it.